This record from the Open Molecules 2025 dataset describes a gas-phase ion, HN2O3S (charge -1). The level of theory is wB97M-V/def2-TZVPD.

Geometry as XYZ:
```
7
Properties=species:S:1:pos:R:3:nbo_charge:R:1
N 0.40580 1.75236 0.34347 -0.336
N 0.89954 0.85032 -0.28721 -0.304
O 0.64807 -2.05905 -0.25642 -0.987
O -0.70955 -0.51135 -1.52863 -1.005
O -0.83229 -0.60086 0.98175 -1.019
S -0.06237 -0.73896 -0.23180 2.335
H -0.34920 1.30753 0.97885 0.315
```

The HOMO-LUMO gap is 9.150 eV. The total charge is -1. The LUMO energy is 0.1614 Eh. The energy relative to the best compared isomer or geometry (same formula, charge and spin) is 44.7 kcal per mole. As for the SMILES: [H]/N=N\S(=O)(=O)[O-]. The value obtained for the HOMO energy is -4.76 eV.

=====

This record from the Open Molecules 2025 dataset describes a gas-phase ion, HN2O3S (charge -1). The level of theory is wB97M-V/def2-TZVPD.

Geometry as XYZ:
```
7
Properties=species:S:1:pos:R:3:nbo_charge:R:1
N 0.68230 1.54202 0.09807 0.131
N -0.49085 1.66300 -0.14956 -0.473
O -0.41983 -1.91404 0.97413 -0.986
O 1.18562 0.37387 0.43929 -0.634
O -0.30743 -1.14618 -1.26745 -0.989
S 0.53524 -1.42613 -0.08543 1.633
H -1.18505 0.90745 -0.00904 0.318
```

The HOMO-LUMO gap is 8.356 eV. The total charge is -1. The LUMO energy is 0.1473 Eh. The energy relative to the best compared isomer or geometry (same formula, charge and spin) is 73.9 kcal per mole. The value obtained for the HOMO energy is -4.35 eV.

=====

This record from the Open Molecules 2025 dataset describes 2 unconnected molecules or ions with the total composition HN2O5S2. The level of theory is wB97M-V/def2-TZVPD.

Geometry as XYZ:
```
10
Properties=species:S:1:pos:R:3:nbo_charge:R:1
N -0.49478 -0.68614 0.34062 -0.400
N -1.73116 -0.96858 0.07698 0.560
O -2.40417 0.07557 -0.18478 -0.469
O 2.45269 0.11207 1.57545 -0.949
O -2.25694 -2.07970 0.17343 -0.434
O 1.37439 0.74646 -0.59684 -0.984
O 3.67831 -0.14375 -0.51381 -0.961
S 1.70740 -1.96476 -0.22744 -0.087
S 2.43567 -0.00747 0.14034 2.288
H -0.04489 0.10066 -0.23128 0.436
```

The HOMO-LUMO gap (alpha / beta) is 6.746 / 6.725 eV. The total charge is -1. The LUMO energy (alpha / beta) is 0.0209 / 0.0209 Eh. The energy relative to the best compared isomer or geometry (same formula, charge and spin) is 26.7 kcal per mole. The value obtained for the HOMO energy (alpha / beta) is -6.18 / -6.16 eV.

=====

This record from the Open Molecules 2025 dataset describes HN2OP in the gas phase. The level of theory is wB97M-V/def2-TZVPD.

Geometry as XYZ:
```
5
Properties=species:S:1:pos:R:3:nbo_charge:R:1
N 1.14920 -0.17033 -0.24959 0.305
N 0.08435 0.02713 0.26287 -0.455
O 2.15785 -0.60608 0.31734 -0.378
P -1.35490 0.84537 0.17118 0.612
H -2.03650 -0.09609 -0.50180 -0.083
```

The HOMO-LUMO gap (alpha / beta) is 7.157 / 7.892 eV. The total charge is 0. The LUMO energy (alpha / beta) is -0.0615 / -0.0603 Eh. The energy relative to the best compared isomer or geometry (same formula, charge and spin) is 99.4 kcal per mole. As for the SMILES: [H]/P=N/N=O. The value obtained for the HOMO energy (alpha / beta) is -8.83 / -9.53 eV.

=====

This record from the Open Molecules 2025 dataset describes 2 unconnected molecules or ions with the total composition HN3. The level of theory is wB97M-V/def2-TZVPD.

Geometry as XYZ:
```
4
Properties=species:S:1:pos:R:3:nbo_charge:R:1
N -1.50243 0.24258 -1.30835 0.002
N -1.83969 0.03576 -0.28705 -0.002
N 1.89339 0.30796 0.96598 -0.212
H 1.44873 -0.58630 0.62941 0.212
```

The HOMO-LUMO gap (alpha / beta) is 10.183 / 10.189 eV. The total charge is 0. The LUMO energy (alpha / beta) is -0.0457 / -0.0455 Eh. The energy relative to the best compared isomer or geometry (same formula, charge and spin) is 37.5 kcal per mole. The value obtained for the HOMO energy (alpha / beta) is -11.43 / -11.43 eV.

=====

This record from the Open Molecules 2025 dataset describes a molecular structure, HN3. The level of theory is wB97M-V/def2-TZVPD.

Geometry as XYZ:
```
4
Properties=species:S:1:pos:R:3:nbo_charge:R:1
N -0.06573 -1.03797 -0.60122 0.041
N -0.83568 -0.40906 0.15231 0.003
N 0.23199 0.33025 0.50582 -0.420
H 0.66943 1.11678 -0.05690 0.376
```

The HOMO-LUMO gap (alpha / beta) is 10.236 / 10.230 eV. The total charge is 0. The LUMO energy (alpha / beta) is -0.0094 / -0.0095 Eh. The energy relative to the best compared isomer or geometry (same formula, charge and spin) is 68.4 kcal per mole. The value obtained for the HOMO energy (alpha / beta) is -10.49 / -10.49 eV.

=====

This record from the Open Molecules 2025 dataset describes 2 unconnected molecules or ions with the total composition HN3O3. The level of theory is wB97M-V/def2-TZVPD.

Geometry as XYZ:
```
7
Properties=species:S:1:pos:R:3:nbo_charge:R:1
N -0.76931 0.64061 -0.08163 0.408
N -1.21261 -0.44876 0.02430 -0.441
N 1.55242 -0.55155 -0.10679 0.533
O 1.29100 0.54140 0.21452 -0.244
O -1.13745 1.79800 -0.04710 -0.335
O 2.41060 -1.36444 -0.04478 -0.271
H -2.13465 -0.61526 0.04148 0.351
```

The HOMO-LUMO gap (alpha / beta) is 9.021 / 8.239 eV. The total charge is 0. The LUMO energy (alpha / beta) is -0.0287 / -0.0391 Eh. The energy relative to the best compared isomer or geometry (same formula, charge and spin) is 117.5 kcal per mole. The value obtained for the HOMO energy (alpha / beta) is -9.80 / -9.30 eV.

=====

This record from the Open Molecules 2025 dataset describes 2 unconnected molecules or ions with the total composition HN3O4. The level of theory is wB97M-V/def2-TZVPD.

Geometry as XYZ:
```
8
Properties=species:S:1:pos:R:3:nbo_charge:R:1
N -2.82120 0.72959 0.30187 0.437
N -2.42909 -0.30805 0.26591 -0.107
N 0.64141 1.15855 -0.25979 0.756
O -3.36565 1.74018 0.41811 -0.329
O 0.81757 2.08353 0.43200 -0.302
O -0.12778 1.00838 -1.14491 -0.356
O 1.50598 0.06064 0.00040 -0.620
H 1.38860 -0.90079 -0.26763 0.521
```

The HOMO-LUMO gap is 12.255 eV. The total charge is 0. The LUMO energy is 0.0124 Eh. The energy relative to the best compared isomer or geometry (same formula, charge and spin) is 13.7 kcal per mole. As for the SMILES: O=[N+]([O-])O.N#[N+][O-]. The value obtained for the HOMO energy is -11.92 eV.

=====

This record from the Open Molecules 2025 dataset describes HN5 in the gas phase. The level of theory is wB97M-V/def2-TZVPD.

Geometry as XYZ:
```
6
Properties=species:S:1:pos:R:3:nbo_charge:R:1
N -2.78253 0.25773 0.12270 0.191
N -2.33914 -0.77670 -0.43140 -0.250
N -2.66947 1.28807 0.60790 0.064
N -0.94007 -0.77100 -0.55179 0.059
N -0.35832 0.08935 0.14654 -0.455
H 0.62995 0.46490 -0.02321 0.390
```

The HOMO-LUMO gap is 9.482 eV. The total charge is 0. The LUMO energy is -0.0180 Eh. The energy relative to the best compared isomer or geometry (same formula, charge and spin) is 51.3 kcal per mole. The value obtained for the HOMO energy is -9.97 eV.

=====

This record from the Open Molecules 2025 dataset describes a gas-phase ion, HN5OS (charge -2). The level of theory is wB97M-V/def2-TZVPD.

Geometry as XYZ:
```
8
Properties=species:S:1:pos:R:3:nbo_charge:R:1
N -1.57653 1.11535 -0.52143 -0.512
N -0.43998 -0.65445 0.25809 -0.443
N 0.79921 -0.01318 0.37184 -0.147
N 1.59056 0.26999 -0.55006 0.160
N -1.46371 -0.02824 -0.27349 0.013
O 2.83009 0.54383 -0.16247 -0.679
S -2.83595 -1.24534 -0.42565 -0.721
H 1.09630 0.01204 1.30317 0.329
```

The HOMO-LUMO gap is 5.087 eV. The total charge is -2. The LUMO energy is 0.2503 Eh. The energy relative to the best compared isomer or geometry (same formula, charge and spin) is 71.8 kcal per mole. The value obtained for the HOMO energy is 1.72 eV.

=====

This record from the Open Molecules 2025 dataset describes HNO2 in the gas phase. The level of theory is wB97M-V/def2-TZVPD.

Geometry as XYZ:
```
4
Properties=species:S:1:pos:R:3:nbo_charge:R:1
H 0.75518 1.02736 0.09854 0.449
N -0.15861 -0.49405 0.01982 0.372
O -1.07460 0.23048 -0.01215 -0.300
O 1.11899 0.07339 -0.01752 -0.520
```

The HOMO-LUMO gap is 10.985 eV. The total charge is 0. The LUMO energy is 0.0036 Eh. The energy relative to the best compared isomer or geometry (same formula, charge and spin) is 6.0 kcal per mole. As for the SMILES: O=NO. The value obtained for the HOMO energy is -10.89 eV.

=====

This record from the Open Molecules 2025 dataset describes 2 unconnected molecules or ions with the total composition HNO2S. The level of theory is wB97M-V/def2-TZVPD.

Geometry as XYZ:
```
5
Properties=species:S:1:pos:R:3:nbo_charge:R:1
N 1.12321 -0.07066 -0.11404 -1.034
O 2.57633 0.02765 -2.09664 -0.823
O 0.45876 -1.25711 -2.32536 -0.837
S 1.33519 -0.41997 -1.56148 2.263
H -0.31246 0.09541 0.33225 0.431
```

The HOMO-LUMO gap is 10.048 eV. The total charge is 0. The LUMO energy is -0.0423 Eh. The energy relative to the best compared isomer or geometry (same formula, charge and spin) is 52.9 kcal per mole. The value obtained for the HOMO energy is -11.20 eV.

=====

This record from the Open Molecules 2025 dataset describes 2 unconnected molecules or ions with the total composition HNO2S2. The level of theory is wB97M-V/def2-TZVPD.

Geometry as XYZ:
```
6
Properties=species:S:1:pos:R:3:nbo_charge:R:1
N -0.06588 0.68976 0.04400 0.031
O 1.21942 -0.81717 -0.29291 -0.668
O 0.49239 1.77019 0.14363 -0.264
S -1.92226 -1.67222 0.18149 -0.213
S -1.57868 0.16474 0.04688 0.676
H 1.85502 -0.13530 -0.12309 0.438
```

The HOMO-LUMO gap (alpha / beta) is 7.140 / 7.167 eV. The total charge is 0. The LUMO energy (alpha / beta) is -0.0799 / -0.0786 Eh. The energy relative to the best compared isomer or geometry (same formula, charge and spin) is 82.7 kcal per mole. The value obtained for the HOMO energy (alpha / beta) is -9.31 / -9.30 eV.

=====

This record from the Open Molecules 2025 dataset describes 2 unconnected molecules or ions with the total composition HNO3S. The level of theory is wB97M-V/def2-TZVPD.

Geometry as XYZ:
```
6
Properties=species:S:1:pos:R:3:mulliken_spin:R:1
N -2.81010 0.68073 0.34886 0.764
O -1.90489 -2.22977 -0.08293 0.334
O -0.23828 -0.54245 -0.65506 -0.001
O -2.43179 1.46116 -0.48864 0.343
S -1.03884 -1.25567 0.52845 0.536
H -0.84928 0.18044 -1.06654 0.024
```

The HOMO-LUMO gap (alpha / beta) is 7.922 / 10.146 eV. The total charge is 0. The LUMO energy (alpha / beta) is -0.0414 / -0.0640 Eh. The energy relative to the best compared isomer or geometry (same formula, charge and spin) is 4.8 kcal per mole. The value obtained for the HOMO energy (alpha / beta) is -9.05 / -11.89 eV. Its spin multiplicity is 3.

=====

This record from the Open Molecules 2025 dataset describes a molecular structure, HNOS2. The level of theory is wB97M-V/def2-TZVPD.

Geometry as XYZ:
```
5
Properties=species:S:1:pos:R:3:nbo_charge:R:1
N 1.17424 2.33133 -1.16298 -0.595
O -1.05446 -0.98096 0.49594 -0.853
S 0.66104 1.06871 -0.72996 0.765
S 0.20073 -0.60399 1.36283 0.192
H -0.98154 -1.81509 0.03416 0.491
```

The HOMO-LUMO gap (alpha / beta) is 7.749 / 6.892 eV. The total charge is 0. The LUMO energy (alpha / beta) is -0.0418 / -0.0519 Eh. The energy relative to the best compared isomer or geometry (same formula, charge and spin) is 31.6 kcal per mole. The value obtained for the HOMO energy (alpha / beta) is -8.89 / -8.30 eV.

=====

This record from the Open Molecules 2025 dataset describes 2 unconnected molecules or ions with the total composition HNOS2. The level of theory is wB97M-V/def2-TZVPD.

Geometry as XYZ:
```
5
Properties=species:S:1:pos:R:3:mulliken_spin:R:1
N 0.98155 -1.59937 1.12275 0.944
O 2.07536 -2.94681 2.87173 0.001
S 0.70876 0.85281 -0.00941 1.160
S 1.89243 -1.57445 2.40531 -0.077
H 1.28631 1.32776 1.06542 -0.028
```

The HOMO-LUMO gap (alpha / beta) is 9.027 / 6.877 eV. The total charge is 0. The LUMO energy (alpha / beta) is -0.0328 / -0.1130 Eh. The energy relative to the best compared isomer or geometry (same formula, charge and spin) is 23.4 kcal per mole. The value obtained for the HOMO energy (alpha / beta) is -9.92 / -9.95 eV. Its spin multiplicity is 3.

=====

This record from the Open Molecules 2025 dataset describes a molecular structure, HO2P. The level of theory is wB97M-V/def2-TZVPD.

Geometry as XYZ:
```
4
Properties=species:S:1:pos:R:3:nbo_charge:R:1
O 0.68756 0.53711 0.06286 -1.209
O -1.67807 -1.15792 0.11210 -0.985
P -0.83187 -0.32248 -0.70467 1.639
H 1.82238 0.94330 0.52971 0.555
```

The HOMO-LUMO gap is 10.167 eV. The total charge is 0. The LUMO energy is -0.0258 Eh. The energy relative to the best compared isomer or geometry (same formula, charge and spin) is 52.1 kcal per mole. The value obtained for the HOMO energy is -10.87 eV.

=====

This record from the Open Molecules 2025 dataset describes HO2PS in the gas phase. The level of theory is wB97M-V/def2-TZVPD.

Geometry as XYZ:
```
5
Properties=species:S:1:pos:R:3:nbo_charge:R:1
O 0.61363 -0.24845 -1.99960 -1.009
O 1.93294 0.57230 -4.01114 -0.982
P 1.71367 0.85559 -2.57884 1.543
S -0.45792 -0.63640 -0.66325 0.352
H -0.58111 0.57906 -0.12588 0.096
```

The HOMO-LUMO gap is 9.448 eV. The total charge is 0. The LUMO energy is -0.0171 Eh. The energy relative to the best compared isomer or geometry (same formula, charge and spin) is 10.2 kcal per mole. As for the SMILES: O=POS. The value obtained for the HOMO energy is -9.91 eV.

=====

This record from the Open Molecules 2025 dataset describes 2 unconnected molecules or ions with the total composition HO2S2. The level of theory is wB97M-V/def2-TZVPD.

Geometry as XYZ:
```
5
Properties=species:S:1:pos:R:3:nbo_charge:R:1
O -0.08355 0.27542 1.69722 -0.955
O 0.62423 -1.83893 -0.93436 -0.774
S -1.53864 0.88113 -0.62189 -0.531
S -0.08700 0.06143 0.21598 1.236
H 1.08496 0.62095 -0.35695 0.024
```

The HOMO-LUMO gap (alpha / beta) is 7.694 / 7.704 eV. The total charge is -1. The LUMO energy (alpha / beta) is 0.1219 / 0.1220 Eh. The energy relative to the best compared isomer or geometry (same formula, charge and spin) is 103.8 kcal per mole. The value obtained for the HOMO energy (alpha / beta) is -4.38 / -4.38 eV.

=====

This record from the Open Molecules 2025 dataset describes a molecular structure, HO2SZn. The level of theory is wB97M-V/def2-TZVPD.

Geometry as XYZ:
```
5
Properties=species:S:1:pos:R:3:mulliken_spin:R:1
Zn 0.05140 -0.12567 0.31239 -0.019
S 2.34756 0.77535 0.09333 0.758
O 0.91116 1.52447 0.29008 0.262
O -1.36422 -1.10895 0.03105 -0.002
H -1.94590 -1.06520 -0.72685 0.000
```

The HOMO-LUMO gap (alpha / beta) is 8.827 / 7.243 eV. The total charge is 0. The LUMO energy (alpha / beta) is -0.0134 / -0.0593 Eh. The energy relative to the best compared isomer or geometry (same formula, charge and spin) is 0.0 kcal per mole. The value obtained for the HOMO energy (alpha / beta) is -9.19 / -8.86 eV. Its spin multiplicity is 2.